Entry from the Open Molecules 2025 dataset: CH3Cl2P in the gas phase at a distorted geometry (the ωB97M-V functional and the def2-TZVPD basis).

Last column: natural (NBO) charge in e.
Positions of all 7 atoms, in Å:
C: 0.94559 0.62912 -0.52568  -0.640
P: -0.60397 0.05118 0.09718  0.850
Cl: 2.20040 -0.65409 0.04172  -0.117
Cl: -1.92769 -1.61177 -0.01591  -0.324
H: -0.42430 -0.22267 1.50220  0.019
H: 1.19388 0.70351 -1.52024  0.209
H: -1.38392 1.10473 0.42074  0.002

As for the structure (SMILES): ClC=[PH2]Cl. The strongest force on any atom comes out at 4.03 eV/Å. For the LUMO energy, the calculation gives -0.47 eV. The calculation puts the HOMO energy at -0.330 Ha. The total energy comes out at -35417.0492 eV. The value obtained for the orbital gap is 0.31248 Ha. As for the energy above the lowest of the compared OMol25 structures with the same formula, charge and spin: 3.487 eV.